Entry 1:
Density functional theory data (the ωB97M-V functional and the def2-TZVPD basis) for a molecular structure, C36H29N13O4S3W in a non-equilibrium geometry.

Last column: Mulliken charge in e.
Element x y z (Å)
W1 0.067535 0.693589 0.415928  3.971
C1 -2.015618 -0.766745 4.056800  -2.158
C2 -1.241179 0.074183 3.099812  1.290
N1 -1.396103 0.035342 1.782988  1.729
N2 -2.514564 -0.600905 1.295400  -1.603
C3 -2.583961 -0.390941 0.018759  -0.166
O1 -1.678195 0.314977 -0.601066  0.111
C4 -3.634202 -1.038985 -0.787571  0.298
C5 -3.436906 -1.204662 -2.155552  -0.156
C6 -4.384149 -1.874587 -2.914551  -1.058
C7 -5.532971 -2.368017 -2.314118  -0.433
C8 -5.733693 -2.197801 -0.949533  -0.743
C9 -4.786079 -1.539778 -0.184572  -0.616
C10 -0.207069 0.944933 3.471522  0.354
C11 0.186319 1.169733 4.809004  -1.319
C12 1.093570 2.139976 5.103271  -0.817
C13 1.586808 2.930617 4.044759  -1.096
C14 1.216474 2.642504 2.766149  -0.319
N3 0.377839 1.624202 2.421162  0.578
H1 -2.920283 -1.140224 3.587516  0.432
H2 -2.288620 -0.213888 4.955342  0.487
H3 -1.396995 -1.618135 4.354306  0.317
H4 -2.522631 -0.842601 -2.607795  0.309
H5 -4.216178 -2.024163 -3.972681  0.409
H6 -6.270332 -2.893405 -2.906892  0.403
H7 -6.630014 -2.583565 -0.481740  0.400
H8 -4.926557 -1.407938 0.879647  0.450
H9 -0.239963 0.546872 5.581529  0.517
H10 1.416964 2.310470 6.120670  0.450
H11 2.262933 3.754222 4.222041  0.485
H12 1.591439 3.251886 1.962581  0.358
N4 3.024700 -5.342878 -2.098881  -0.597
C15 2.956070 -4.444089 -1.043274  0.496
C16 2.067665 -4.653438 0.013420  -0.500
C17 1.947396 -3.715074 1.021474  0.109
C18 2.731946 -2.573943 0.989350  -0.693
C19 3.673464 -2.386616 -0.015888  -0.427
C20 3.789062 -3.319765 -1.021395  -0.775
S1 2.454968 -1.288590 2.141375  1.461
O2 3.673245 -0.941794 2.809948  -0.823
O3 1.287590 -1.615662 2.916805  -0.631
N5 2.007675 -0.012451 1.198923  -0.676
C21 2.779721 0.973006 0.732055  0.855
N6 4.106158 1.067144 0.672984  -0.584
C22 4.567994 2.147392 0.064676  -0.756
C23 3.765834 3.133172 -0.516286  -1.042
C24 2.404313 2.953802 -0.429317  -0.084
N7 1.925143 1.909242 0.237620  0.415
H13 2.185219 -5.884588 -2.240467  0.283
H14 3.351403 -4.938577 -2.963530  0.266
H15 1.428525 -5.528527 0.009772  0.306
H16 1.210655 -3.836704 1.803352  0.462
H17 4.284533 -1.491853 -0.027218  0.465
H18 4.479465 -3.151923 -1.837677  0.299
H19 5.648262 2.232405 0.011232  0.476
H20 4.196690 3.975557 -1.033937  0.455
H21 1.686247 3.630752 -0.878399  0.281
S2 1.169163 1.947109 -3.949104  -0.177
C25 0.402630 1.327481 -2.424511  -0.243
N8 0.821852 0.627400 -1.502275  -0.448
N9 -1.523135 3.720311 1.948792  -0.254
C26 -1.166187 3.784968 0.660041  0.301
N10 -0.829819 2.761640 -0.108690  0.661
C27 -0.826643 3.175849 -1.443951  -2.599
C28 -0.831316 2.196626 -2.560794  0.280
C29 -0.475908 2.801707 -3.931853  -0.806
C30 -0.508682 4.293464 -4.038175  -0.845
C31 -0.753792 5.086677 -2.992613  -0.591
C32 -0.902816 4.499375 -1.667446  2.028
S3 -1.159419 5.321702 -0.155468  -0.387
H22 -1.597499 2.817658 2.388890  0.110
H23 -1.930878 4.518212 2.399414  0.248
H24 -1.761366 1.628160 -2.534986  0.520
H25 -1.096252 2.382319 -4.722814  0.562
H26 -0.372592 4.725765 -5.021384  0.440
H27 -0.815445 6.160512 -3.107719  0.396
N11 -1.212361 -3.126402 0.075211  0.051
C33 -0.324445 -2.328373 -0.564646  0.597
O4 0.144958 -1.336576 0.105329  -0.143
C34 0.103617 -2.668587 -1.851628  1.159
C35 1.187746 -2.059402 -2.534738  -0.571
N12 2.083541 -1.659219 -3.140047  -0.800
C36 -0.442608 -3.837240 -2.442316  -1.342
N13 -0.911779 -4.779251 -2.918019  -0.717
H28 -1.662710 -3.874247 -0.426572  0.259
H29 -1.685416 -2.730802 0.872238  0.405

Cartesian forces (eV/Å) of the 3 atoms listed first:
W -0.43 0.54 0.83
C -0.09 0.06 -0.02
C 0.11 0.00 0.01

Values from the calculation:
Charge = 0
Orbital gap (alpha / beta) = 6.5 / 6.0 eV
E_HOMO (alpha / beta) = -7.41 / -6.52 eV

Entry 2:
Density functional theory data (the ωB97M-V functional and the def2-TZVPD basis) for a molecular structure, C36H29N7O4Sc in a non-equilibrium geometry.

Last column: Mulliken charge in e.
Element x y z (Å)
Sc1 0.774370 0.208707 0.589568  -1.666
O1 -0.967799 -0.840900 -0.845565  1.548
C1 -1.753524 -2.011134 -0.737629  0.243
C2 -3.071395 -1.978744 -1.122826  -0.180
C3 -3.854488 -3.114795 -0.959770  -0.944
C4 -3.264303 -4.256173 -0.388376  -0.626
C5 -1.949156 -4.258524 0.007115  -1.334
C6 -1.109634 -3.117387 -0.140541  0.956
C7 0.238220 -3.126918 0.281912  -0.958
N1 1.060808 -2.068445 0.293165  0.800
C8 2.467495 -2.358906 0.482840  -0.705
C9 3.242452 -1.639077 -0.603193  -1.344
N2 2.823136 -0.243736 -0.626137  0.715
C10 3.520747 0.499032 -1.497097  -1.070
C11 3.371064 1.856575 -1.794293  -0.319
C12 4.171320 2.538928 -2.734144  -1.506
C13 3.901522 3.882371 -3.077417  -0.587
C14 2.845536 4.610042 -2.598063  -1.583
C15 1.877804 4.031599 -1.625127  1.343
C16 2.316921 2.665318 -1.179663  2.231
O2 2.498191 1.796789 1.091641  -0.296
H1 -3.481273 -1.065681 -1.537325  0.493
H2 -4.896472 -3.107221 -1.248430  0.422
H3 -3.860299 -5.150531 -0.246181  0.391
H4 -1.521343 -5.145912 0.461206  0.398
H5 0.630416 -4.097800 0.591510  0.109
H6 2.673646 -3.435865 0.462105  0.552
H7 2.822371 -1.991935 1.456118  -0.202
H8 3.041393 -2.130953 -1.567302  0.433
H9 4.321850 -1.734229 -0.411008  0.507
H10 4.315733 -0.003133 -2.058704  0.235
H11 4.980987 2.012037 -3.226465  0.397
H12 4.559114 4.358233 -3.799312  0.367
H13 2.663210 5.616642 -2.957292  0.359
H14 0.364291 5.502611 -1.640787  0.360
C17 2.606461 -1.278389 4.398281  -0.828
C18 1.714092 -2.245098 4.869190  -0.342
C19 0.463857 -2.330102 4.316898  -0.823
C20 0.074593 -1.455596 3.280776  0.497
N3 0.981918 -0.592271 2.768705  0.445
C21 2.193157 -0.495376 3.349401  -0.345
N4 -1.244961 -1.523302 2.907411  -0.527
C22 -1.774388 -0.598888 2.150484  0.034
N5 -1.159308 0.404900 1.511607  -0.255
C23 -2.114772 1.232729 0.889329  -0.473
N6 -1.948041 2.254882 0.154429  -0.522
C24 -0.656922 2.789021 -0.173118  0.484
C25 -0.678368 3.698742 -1.167018  -0.778
C26 0.432734 4.427874 -1.869022  -1.169
C27 2.384610 3.883963 -0.221748  -1.068
C28 1.730544 2.608960 0.173180  1.283
N7 0.409593 2.282158 0.532534  -0.375
C29 -3.453669 0.645016 1.180528  0.264
C30 -4.724247 1.025632 0.795784  0.010
C31 -5.784431 0.212809 1.187702  -0.615
C32 -5.568517 -0.938192 1.947056  -0.746
C33 -4.284920 -1.304910 2.339864  0.034
C34 -3.244430 -0.491969 1.938768  0.521
H15 3.595924 -1.153979 4.814425  0.450
H16 2.000616 -2.914530 5.671705  0.396
H17 -0.276561 -3.036949 4.663939  0.487
H18 2.848960 0.251119 2.917405  0.422
H19 -1.676280 3.932043 -1.520608  0.428
H20 0.253014 4.357236 -2.948803  0.453
H21 3.291381 4.298797 0.196745  0.302
H22 3.348638 1.608314 0.671252  0.488
H23 -4.873726 1.918073 0.201275  0.548
H24 -6.794551 0.473452 0.895100  0.406
H25 -6.412832 -1.556657 2.226118  0.400
H26 -4.092952 -2.199653 2.917830  0.540
C35 -0.591726 -0.190526 -4.309146  -0.749
O3 -1.076771 -0.759063 -3.075964  -0.338
C36 -0.520078 -0.299942 -1.976107  0.037
O4 0.331381 0.550276 -1.872395  -0.355
H27 -0.373553 -1.023730 -4.971819  0.275
H28 0.297370 0.406985 -4.131464  0.293
H29 -1.385754 0.425254 -4.725044  0.272

Cartesian forces (eV/Å) of the 3 atoms listed first:
Sc 1.07 -0.52 -0.04
O -0.33 0.17 -0.36
C 0.12 0.15 -0.04

Values from the calculation:
Charge = -1
Orbital gap (alpha / beta) = 5.0 / 4.9 eV
E_HOMO (alpha / beta) = -2.44 / -2.47 eV

| no. | E_tot (eV) |
| --- | --- |
| 1 | -99696.6605 |
| 2 | -77125.7817 |